# C20H50CrN4O8

A molecular structure, C20H50CrN4O8 at a distorted geometry (the ωB97M-V functional and the def2-TZVPD basis, OMol25).

Its spin multiplicity is 5. The net charge is 0. For the frontier orbital gap (alpha / beta), the calculation gives 7.7 / 8.8 eV. The energy is -72308.9109 eV.

```
83
Properties=species:S:1:pos:R:3:forces:R:3
Cr -1.1166 2.3056 0.6079 0.00 0.27 -1.74
C -2.6753 3.3933 -2.9777 -1.43 0.82 -0.82
C -2.2769 3.2060 -1.5570 5.44 0.83 -1.37
O -2.7326 2.5221 -0.7118 -9.09 -5.12 4.29
O -1.1163 3.4340 -1.1168 4.60 4.48 -3.08
H -1.9602 3.0366 -3.7191 0.16 -0.63 0.58
H -2.8024 4.4138 -3.3389 0.17 0.46 0.74
H -3.6700 2.9782 -3.1401 0.18 -0.45 -0.04
C 0.5607 -1.2542 -0.5466 -0.82 0.00 -0.49
C -0.0779 0.1066 -0.2598 0.82 -0.37 2.51
O 0.5789 1.1291 -0.0468 4.29 1.59 -1.12
O -1.2306 0.2816 0.1639 -4.03 -2.34 0.16
H 1.4655 -1.4494 0.0290 0.14 0.68 -0.13
H 0.7488 -1.3589 -1.6152 0.18 0.04 0.03
H -0.1051 -2.0677 -0.2586 -0.30 0.25 -0.21
C 1.3690 -4.3051 -5.7469 -0.62 -0.51 0.63
C 0.9295 -4.3993 -4.2524 1.39 0.82 -1.60
C 1.6758 -5.5316 -3.4710 0.13 1.78 -1.09
O 1.2758 -5.5290 -2.1569 0.07 -0.04 1.64
C 0.0297 -6.0929 -1.8815 -0.33 -0.64 0.13
N 1.1277 -3.0867 -3.5987 -0.82 -0.37 0.87
H 0.9594 -5.1856 -6.2419 0.41 -0.26 -0.17
H 2.4468 -4.2357 -5.8940 0.01 -0.08 0.07
H 0.8814 -3.4781 -6.2631 0.11 0.26 0.33
H -0.1518 -4.5117 -4.3326 -0.06 -0.38 0.54
H 2.7030 -5.1731 -3.4038 0.28 -0.15 -0.33
H 1.7018 -6.5139 -3.9427 -0.46 -0.22 -0.09
H -0.8158 -5.4557 -2.1409 -0.05 0.11 -0.23
H -0.0489 -6.3038 -0.8150 0.20 0.16 0.03
H -0.0312 -7.0517 -2.3964 -0.36 -0.16 -0.16
H 0.9654 -3.2870 -2.6221 -0.57 0.13 0.43
H 2.0507 -2.6856 -3.5127 0.64 -0.45 -1.00
C 4.9042 2.7489 2.0505 0.91 0.95 0.47
C 3.8027 1.9038 1.5861 -2.40 -1.20 0.21
C 2.7225 1.7697 2.7558 0.78 -1.52 0.59
O 3.2807 1.0404 3.8708 -0.06 0.07 -0.50
C 2.3506 0.4175 4.7659 1.30 0.79 0.27
N 3.1170 2.5007 0.4378 0.85 0.62 0.53
H 5.6584 2.8789 1.2744 0.04 0.10 -0.09
H 5.4034 2.3223 2.9205 -0.10 0.02 0.03
H 4.4857 3.7213 2.3102 0.29 0.22 0.11
H 4.2222 0.9590 1.2404 -0.24 -0.62 0.73
H 1.8204 1.1858 2.5731 -0.15 0.24 -1.24
H 2.3988 2.7494 3.1071 0.16 0.44 -0.16
H 2.0266 1.1385 5.5164 -0.20 0.17 0.09
H 2.9928 -0.3006 5.2758 -0.47 -0.31 0.07
H 1.4551 -0.0369 4.3421 0.19 -0.12 -0.54
H 3.8334 2.7951 -0.2105 -0.23 0.00 -0.38
H 2.4372 1.8865 0.0126 -0.04 -0.34 -0.21
C -2.5948 -4.2267 2.2826 0.31 -0.58 -0.45
C -2.3687 -3.0477 1.3215 -0.94 0.84 1.84
C -3.4645 -2.8575 0.2320 1.46 -1.07 -0.04
O -3.2713 -3.9747 -0.6289 -0.11 -0.54 -0.12
C -3.9907 -3.8915 -1.8448 0.56 -0.08 0.50
N -2.5220 -1.9004 2.2300 0.06 1.32 -0.52
H -2.0225 -5.1249 2.0508 -0.35 -0.16 -0.47
H -3.6587 -4.4424 2.3816 0.05 -0.16 -0.10
H -2.2317 -3.9705 3.2779 -0.05 0.24 0.01
H -1.3457 -2.9955 0.9490 -0.20 -0.67 -0.61
H -3.3641 -1.9454 -0.3564 0.45 0.34 0.14
H -4.4555 -2.7971 0.6820 -0.15 -0.40 0.24
H -3.6651 -4.6478 -2.5590 0.32 -0.22 0.30
H -3.7143 -2.9291 -2.2755 -0.84 0.26 -0.33
H -5.0396 -4.1053 -1.6392 -0.32 0.65 -0.31
H -1.9922 -1.9751 3.0866 0.04 -0.53 0.07
H -2.0609 -1.1426 1.7471 -0.30 0.77 -0.12
C 1.8060 5.6088 1.7766 -0.16 1.01 2.06
C 0.5164 4.8671 1.9108 -0.70 -0.74 -2.71
C -0.7997 5.6754 1.5954 1.22 -1.36 0.68
O -1.8671 4.6993 1.4187 -0.62 1.48 1.61
C -3.2066 5.3522 1.5714 1.73 -0.09 -1.08
N 0.7107 3.8319 0.9101 -2.08 -1.67 0.29
H 1.7524 6.2988 2.6187 0.92 1.01 -0.36
H 1.9389 6.0193 0.7757 -0.20 0.42 0.27
H 2.6422 4.9308 1.9477 -0.09 0.03 0.08
H 0.3594 4.3137 2.8366 0.16 0.48 0.40
H -0.7031 6.3736 0.7640 0.01 -0.41 -0.57
H -0.8439 6.3328 2.4638 -1.07 -0.07 0.40
H -3.1582 6.1389 2.3243 0.05 -0.06 0.01
H -4.0317 4.6776 1.8001 0.57 -0.43 -0.05
H -3.3319 5.7730 0.5737 -0.64 0.34 0.16
H 1.5641 3.3345 1.1204 0.19 0.00 -0.25
H 0.8443 4.2166 -0.0141 -0.21 0.05 -0.25
```
Forces are in eV/Å.

The molecule's Löwdin atomic charges, reported in e, are given here: number 1, Cr, carries 0.97; number 2, C, carries 0.02; number 3, C, carries -0.70; number 4, O, carries -0.02; number 5, O, carries -0.13; number 6, H, carries 0.09; number 7, H, carries 0.08; number 8, H, carries 0.09; number 9, C, carries 0.04; number 10, C, carries -0.65; number 11, O, carries -0.09; number 12, O, carries -0.09; number 13, H, carries 0.09; number 14, H, carries 0.07; number 15, H, carries 0.06; number 16, C, carries -0.07; number 17, C, carries -0.40; number 18, C, carries -0.22; number 19, O, carries -0.20; number 20, C, carries -0.10; number 21, N, carries 0.03; number 22, H, carries 0.07; number 23, H, carries 0.07; number 24, H, carries 0.07; number 25, H, carries 0.12; number 26, H, carries 0.13; number 27, H, carries 0.12; number 28, H, carries 0.08; number 29, H, carries 0.09; number 30, H, carries 0.09; number 31, H, carries 0.04; number 32, H, carries 0.07; number 33, C, carries -0.08; number 34, C, carries -0.41; number 35, C, carries -0.14; number 36, O, carries -0.21; number 37, C, carries -0.10; number 38, N, carries 0.03; number 39, H, carries 0.08; number 40, H, carries 0.09; number 41, H, carries 0.07; number 42, H, carries 0.14; number 43, H, carries 0.11; number 44, H, carries 0.11; number 45, H, carries 0.08; number 46, H, carries 0.09; number 47, H, carries 0.08; number 48, H, carries 0.09; number 49, H, carries 0.05; number 50, C, carries -0.06; number 51, C, carries -0.39; number 52, C, carries -0.18; number 53, O, carries -0.21; number 54, C, carries -0.10; number 55, N, carries 0.02; number 56, H, carries 0.07; number 57, H, carries 0.08; number 58, H, carries 0.06; number 59, H, carries 0.11; number 60, H, carries 0.11; number 61, H, carries 0.12; number 62, H, carries 0.08; number 63, H, carries 0.09; number 64, H, carries 0.09; number 65, H, carries 0.06; number 66, H, carries 0.03; number 67, C, carries -0.06; number 68, C, carries -0.40; number 69, C, carries -0.15; number 70, O, carries -0.25; number 71, C, carries -0.03; number 72, N, carries -0.01; number 73, H, carries 0.08; number 74, H, carries 0.10; number 75, H, carries 0.06; number 76, H, carries 0.14; number 77, H, carries 0.13; number 78, H, carries 0.12; number 79, H, carries 0.08; number 80, H, carries 0.09; number 81, H, carries 0.09; number 82, H, carries 0.01; number 83, H, carries 0.09



# C20H50F2N7O16S2

9 unconnected molecules or ions with the total composition C20H50F2N7O16S2 at a distorted geometry (the ωB97M-V functional and the def2-TZVPD basis, OMol25).

The net charge is +3. For the frontier orbital gap, the calculation gives 5.1 eV. The energy is -91815.7796 eV.

```
97
Properties=species:S:1:pos:R:3:forces:R:3
N 8.8953 -17.2652 13.0717 4.32 0.55 1.03
S 8.9337 -17.8527 14.5247 -3.07 -2.78 4.32
O 8.7659 -16.9235 15.6303 0.84 -0.24 -1.20
O 9.6195 -19.1001 14.8163 0.60 1.77 -0.89
F 7.4765 -18.4560 14.4065 -1.27 0.19 -0.01
S 10.5519 -17.1297 12.8723 4.14 1.67 -3.16
O 11.0584 -18.0155 11.8613 -1.04 -0.34 1.63
O 11.4036 -16.8095 14.0247 -2.52 -0.87 -0.99
F 10.6407 -15.7732 12.0510 -1.00 0.18 0.56
C 4.7112 -15.9015 12.7037 -0.05 0.73 -0.78
C 6.0248 -15.3045 13.1440 -0.48 -0.52 0.22
O 6.2526 -14.8510 14.2270 0.09 0.20 -0.08
N 7.1372 -15.4192 12.1886 0.91 0.70 -0.29
H 7.7867 -16.1677 12.5542 -0.41 0.98 0.17
H 6.9102 -15.9724 11.3190 -0.72 -0.61 -0.50
C 7.9521 -14.1620 11.8693 -0.96 -0.75 0.31
H 3.8713 -15.4615 13.2365 0.24 -0.26 0.54
H 4.7464 -16.9900 12.7470 0.04 0.02 0.17
H 4.5006 -15.6697 11.6572 0.37 -0.13 -0.11
H 8.8334 -14.1765 12.4979 0.06 0.28 -0.09
H 7.3247 -13.2928 12.0471 0.11 0.02 0.16
H 8.1839 -14.2044 10.8087 0.23 -0.08 0.10
C 12.5691 -16.7597 20.8950 0.20 0.90 0.54
C 12.6874 -17.1824 19.4655 0.32 -1.17 1.16
O 13.0811 -18.2180 19.0811 -0.28 0.34 -0.92
N 12.2800 -16.0190 18.5332 -0.80 -0.25 0.68
H 11.5088 -15.6597 19.0934 0.09 0.62 -0.11
H 13.0224 -15.3237 18.6154 0.18 0.00 -0.65
C 11.6406 -16.3679 17.1561 1.23 0.89 1.97
H 12.7178 -17.5146 21.6625 0.20 -0.47 -0.57
H 11.6448 -16.2506 21.1775 -0.09 0.09 -0.39
H 13.3758 -16.0288 21.0261 -0.03 0.10 0.22
H 10.7470 -16.8319 17.5613 -0.05 -0.77 -1.16
H 12.4412 -16.8912 16.6322 -0.58 -0.37 -0.61
H 11.3834 -15.3919 16.7539 0.01 -0.23 -0.43
C 3.6983 -15.5292 19.6208 0.34 -0.14 -0.50
C 4.6026 -15.8263 18.4534 -0.57 2.24 0.33
O 4.5018 -15.3203 17.3945 0.44 -0.73 -0.27
N 5.8553 -16.6874 18.7225 -0.16 -2.25 -0.83
H 6.6212 -16.2859 19.2581 -0.32 0.57 0.16
H 5.5380 -17.5162 19.2278 0.00 0.27 0.65
C 6.4165 -17.3033 17.4396 0.26 1.66 -0.14
H 2.8591 -14.9580 19.2285 -0.23 -0.48 -0.16
H 4.1777 -14.7874 20.2642 0.34 -0.48 0.37
H 3.4040 -16.4526 20.1161 -0.11 0.27 0.40
H 6.5014 -16.4728 16.7399 -0.22 -0.19 -0.22
H 5.7136 -18.0463 17.0792 0.23 -0.13 0.04
H 7.4437 -17.6113 17.6110 -0.25 -0.55 0.16
C 13.6468 -10.4717 13.1581 0.29 0.16 1.25
C 13.0693 -11.7701 13.6357 -0.64 0.79 -2.74
O 12.2752 -12.3828 13.0082 -0.03 -0.69 1.15
N 13.6168 -12.3323 14.9340 0.91 -1.31 1.02
H 14.6326 -12.2014 14.9645 0.15 0.06 -0.52
H 13.3754 -11.8397 15.7958 -0.84 0.24 -0.25
C 13.4116 -13.8567 15.0573 0.38 0.13 -0.02
H 14.6775 -10.6020 12.8212 0.21 0.04 0.54
H 13.5412 -9.8328 14.0411 0.68 0.53 -0.26
H 13.1541 -9.9888 12.3189 -0.60 -0.55 0.10
H 13.7428 -14.2507 16.0170 0.18 0.53 0.13
H 14.1041 -14.2898 14.3391 -0.49 -0.36 -0.22
H 12.3674 -14.1158 14.9203 0.11 0.14 -0.48
C 7.2409 -21.5269 13.9200 -0.14 0.34 1.66
C 6.8890 -22.9845 13.8530 1.26 1.46 -0.37
O 7.6386 -23.8793 14.0183 -0.92 -0.63 0.09
N 5.5215 -23.1975 13.1803 0.55 -0.67 -2.09
H 4.7650 -23.5957 13.7338 0.06 0.17 0.35
H 5.2286 -22.3432 12.7058 -0.20 0.54 0.88
C 5.6965 -24.0955 11.9375 -0.18 -0.17 0.27
H 6.4401 -20.9126 14.3370 -0.50 0.03 -0.96
H 7.6646 -21.1726 12.9765 -0.45 0.18 -0.19
H 7.9744 -21.3119 14.7005 0.56 -0.71 -0.29
H 4.8726 -23.8572 11.2678 -0.22 -0.40 0.20
H 5.7198 -25.1172 12.3020 -0.04 -0.05 -0.37
H 6.5964 -23.8387 11.3832 0.18 0.12 0.43
C 11.5767 -21.1790 12.7742 0.31 1.38 0.27
C 11.3023 -22.3994 13.5419 -1.08 1.06 0.30
O 10.6128 -22.5068 14.5015 0.42 -0.61 -0.21
N 11.8918 -23.6756 12.9506 -0.05 -0.15 0.68
H 12.3244 -23.5002 12.0433 -0.36 -0.01 -0.26
H 12.6953 -23.8470 13.5626 -0.03 -0.52 0.09
C 10.8744 -24.8286 12.9723 1.20 0.41 -0.99
H 12.6354 -20.9008 12.7541 0.21 -0.55 -0.63
H 11.2042 -20.2917 13.2872 -0.47 -0.39 0.33
H 11.0628 -21.1810 11.8103 0.46 -0.23 -0.26
H 10.8822 -25.2671 13.9624 -0.27 0.04 -0.07
H 11.2260 -25.5043 12.1949 0.00 -0.34 0.33
H 9.9237 -24.4354 12.6282 -0.07 0.10 0.45
O 7.9127 -19.0269 11.3693 -0.14 -1.50 0.01
C 6.9454 -18.5288 10.5352 -0.85 -0.03 -2.78
O 6.6610 -17.2916 10.5992 0.30 0.46 0.95
O 6.4659 -19.2860 9.6836 0.48 -0.26 1.57
H 8.3785 -18.3607 11.8717 -0.31 0.36 -0.23
O 13.9141 -18.8907 14.4990 -0.49 0.98 0.23
C 14.8178 -18.0460 15.1149 4.49 -0.72 0.72
O 14.4119 -16.8487 15.0378 -1.14 1.74 0.69
O 15.9281 -18.4173 15.5295 -1.91 -0.23 -0.19
H 13.4723 -18.0064 14.3398 -1.58 -1.34 -1.11
```
Forces are in eV/Å.

The molecule's Löwdin atomic charges, reported in e, are given here: number 1, N, carries -0.29; number 2, S, carries 0.50; number 3, O, carries -0.30; number 4, O, carries -0.26; number 5, F, carries -0.18; number 6, S, carries 0.60; number 7, O, carries -0.22; number 8, O, carries -0.28; number 9, F, carries -0.16; number 10, C, carries 0.03; number 11, C, carries -0.41; number 12, O, carries 0.13; number 13, N, carries 0.03; number 14, H, carries 0.08; number 15, H, carries 0.08; number 16, C, carries 0.04; number 17, H, carries 0.09; number 18, H, carries 0.10; number 19, H, carries 0.10; number 20, H, carries 0.07; number 21, H, carries 0.10; number 22, H, carries 0.11; number 23, C, carries 0.02; number 24, C, carries -0.39; number 25, O, carries 0.24; number 26, N, carries 0.07; number 27, H, carries 0.14; number 28, H, carries 0.18; number 29, C, carries 0.06; number 30, H, carries 0.11; number 31, H, carries 0.09; number 32, H, carries 0.11; number 33, H, carries 0.10; number 34, H, carries 0.09; number 35, H, carries 0.09; number 36, C, carries 0.04; number 37, C, carries -0.38; number 38, O, carries 0.21; number 39, N, carries 0.10; number 40, H, carries 0.18; number 41, H, carries 0.17; number 42, C, carries 0.02; number 43, H, carries 0.11; number 44, H, carries 0.11; number 45, H, carries 0.10; number 46, H, carries 0.08; number 47, H, carries 0.12; number 48, H, carries 0.09; number 49, C, carries 0.04; number 50, C, carries -0.39; number 51, O, carries 0.20; number 52, N, carries 0.10; number 53, H, carries 0.18; number 54, H, carries 0.18; number 55, C, carries 0.03; number 56, H, carries 0.11; number 57, H, carries 0.10; number 58, H, carries 0.11; number 59, H, carries 0.09; number 60, H, carries 0.11; number 61, H, carries 0.08; number 62, C, carries 0.02; number 63, C, carries -0.37; number 64, O, carries 0.18; number 65, N, carries 0.11; number 66, H, carries 0.19; number 67, H, carries 0.17; number 68, C, carries 0.05; number 69, H, carries 0.09; number 70, H, carries 0.11; number 71, H, carries 0.09; number 72, H, carries 0.11; number 73, H, carries 0.11; number 74, H, carries 0.11; number 75, C, carries 0.03; number 76, C, carries -0.40; number 77, O, carries 0.18; number 78, N, carries 0.10; number 79, H, carries 0.18; number 80, H, carries 0.19; number 81, C, carries 0.05; number 82, H, carries 0.12; number 83, H, carries 0.07; number 84, H, carries 0.12; number 85, H, carries 0.11; number 86, H, carries 0.11; number 87, H, carries 0.09; number 88, O, carries 0.03; number 89, C, carries -0.77; number 90, O, carries -0.06; number 91, O, carries 0.01; number 92, H, carries -0.01; number 93, O, carries 0.01; number 94, C, carries -0.84; number 95, O, carries -0.11; number 96, O, carries 0.00; number 97, H, carries 0.05